Molecular formula: C13H14FHgN
Method: DFT, the ωB97M-V functional and the def2-TZVPD basis

Cartesian coordinates (Å):
C  -0.926284  1.310657  -2.260623
C  0.459138  1.022791  -2.458012
C  1.210340  1.751078  -1.484883
C  0.278191  2.543425  -0.715259
C  -1.047837  2.257008  -1.195080
Hg  0.193685  -0.027832  0.414666
N  -1.566860  -1.348492  0.706976
C  -0.037437  -2.656602  -0.064626
C  1.047682  -2.093740  -0.800850
H  2.312350  1.811584  -1.406921
H  0.903537  0.338004  -3.190886
H  0.554781  3.229128  0.097242
H  -1.967634  2.596584  -0.690350
H  -1.758679  0.830231  -2.794180
H  0.903502  -1.799062  -1.844040
H  -0.868811  -3.078894  -0.643406
H  -2.471265  -0.801747  0.783373
H  2.099297  -2.210142  -0.495578
H  0.170059  -3.110981  0.922977
F  0.623419  1.097282  6.521437
C  0.540553  0.876390  5.163577
C  0.509747  1.972805  4.307333
C  0.443042  1.752511  2.912665
C  0.403988  0.439077  2.471169
C  0.354028  -0.645627  3.320550
C  0.420511  -0.441743  4.718759
H  0.546136  2.989219  4.711712
H  0.469429  2.595180  2.218172
H  0.215961  -1.648939  2.917783
H  0.358931  -1.271653  5.422605

Atomic forces in eV per Å
0.39 0.46 -0.07
-0.35 0.42 0.34
-0.49 0.54 0.04
-0.21 -0.50 -0.68
0.89 -0.14 0.02
-0.77 -0.17 -0.16
0.28 0.90 0.25
0.49 -1.18 -1.64
-0.79 -0.67 0.63
-0.78 -0.15 -0.03
-0.35 0.24 0.33
-0.20 -0.35 -0.40
0.50 -0.23 -0.49
0.45 0.23 0.35
-0.08 -0.22 0.33
0.42 0.23 0.63
0.66 -1.05 -0.60
-0.63 0.40 0.34
-0.31 0.43 -0.72
0.02 0.09 0.10
-0.37 -0.25 -0.52
-0.02 0.19 -0.16
0.30 -0.49 1.76
0.85 0.85 -1.07
-0.04 0.19 1.73
0.04 0.36 -0.66
0.03 -0.31 0.08
-0.03 -0.25 0.21
0.01 0.22 0.08
0.11 0.22 -0.01

Output
**HOMO-LUMO gap**: 3.99 eV
**Charge**: -2
**Calculated total energy**: -811.49072 Ha
**Highest occupied orbital energy**: 1.569 eV
**LUMO**: 5.55 eV

***

Molecular formula: C13H14FIrN
Method: DFT, the ωB97M-V functional and the def2-TZVPD basis

Cartesian coordinates (Å):
C  1.141188  -1.151285  -1.457089
C  0.001290  -1.617987  -0.770608
C  0.143868  -1.285593  0.645650
C  1.474043  -0.905856  0.864307
C  2.237552  -0.831957  -0.390365
Ir  -0.304806  0.476270  -0.553086
N  2.869198  0.479881  -0.389117
C  -2.035561  0.950005  -1.243967
C  -2.278053  -0.179737  -0.339935
H  -0.646511  -1.352759  1.383017
H  -0.854445  -2.133363  -1.202311
H  1.929014  -0.664865  1.826279
H  3.156722  -1.405443  -0.506538
H  1.388137  -1.511295  -2.470731
H  -2.486107  -1.156224  -0.783724
H  -2.478457  1.924481  -0.969243
H  3.139578  0.708804  -1.332626
H  -2.814632  -0.010286  0.600642
H  -2.156144  0.721422  -2.316027
F  0.046275  3.572910  4.799879
C  0.068190  2.874080  3.613606
C  -0.993946  2.023947  3.327756
C  -0.947029  1.322006  2.122120
C  0.013842  1.592651  1.155315
C  1.138902  2.352201  1.527625
C  1.152607  3.030967  2.759964
H  -1.818298  1.891542  4.019304
H  -1.675307  0.541328  1.959063
H  1.999327  2.363146  0.866725
H  1.999877  3.658679  3.049519

Atomic forces in eV per Å
0.78 -0.17 0.03
0.04 -1.18 1.10
-1.49 -0.24 -1.07
2.32 -1.34 2.22
-0.48 1.36 -0.58
2.47 0.41 -0.42
0.13 0.23 0.15
-4.30 0.28 -1.12
-1.21 0.78 -0.91
0.38 -0.57 0.01
0.50 0.05 0.02
-0.28 -0.01 -0.43
0.12 -1.15 0.07
-0.21 0.74 0.53
0.07 0.37 0.19
0.50 -0.40 -0.13
0.13 0.13 -0.81
0.42 -0.02 -0.36
0.12 0.22 0.30
0.08 -0.48 -0.81
-0.23 0.34 0.36
0.41 0.01 -0.13
-0.23 0.80 0.83
0.88 -0.59 0.74
-0.64 0.32 0.32
0.13 -0.20 -0.38
0.21 0.01 0.10
-0.18 0.27 0.06
-0.08 0.28 0.13
-0.34 -0.24 -0.03

Output
**HOMO-LUMO gap (alpha / beta)**: 5.92 / 7.23 eV
**ΔE to the lowest compared entry with this formula, charge and spin**: 0.000 eV
**Charge**: 0
**Calculated total energy**: -762.34841 Ha
**Highest occupied orbital energy (alpha / beta)**: -5.428 / -8.677 eV
**2S+1**: 6
**LUMO (alpha / beta)**: 0.49 / -1.44 eV

***

Molecular formula: C13H14FMnN
Method: DFT, the ωB97M-V functional and the def2-TZVPD basis

Cartesian coordinates (Å):
C  -0.848999  0.836526  -1.721596
C  0.548794  0.696107  -2.046737
C  1.310318  1.573956  -1.203564
C  0.380575  2.317577  -0.399435
C  -0.963581  1.852879  -0.692197
Mn  0.152362  0.232348  0.002157
N  -1.199767  -0.999420  0.337196
C  -0.391936  -2.142196  0.001388
C  0.840380  -1.481055  -0.626850
H  2.394006  1.696265  -1.222148
H  0.962031  0.065520  -2.828924
H  0.645959  3.163747  0.228010
H  -1.888789  2.252855  -0.285762
H  -1.674106  0.329837  -2.223089
H  0.837116  -1.607800  -1.715318
H  -0.891744  -2.812978  -0.721467
H  -2.123002  -1.175744  0.734027
H  1.802766  -1.773213  -0.198421
H  -0.112696  -2.769246  0.868669
F  0.683248  0.943270  6.220066
C  0.550822  0.814295  4.856286
C  0.541737  1.957233  4.061413
C  0.416240  1.804602  2.662327
C  0.353784  0.541656  2.069055
C  0.336880  -0.579975  2.900359
C  0.436860  -0.461482  4.308350
H  0.627203  2.945877  4.513810
H  0.366675  2.704230  2.060780
H  0.234622  -1.576840  2.480830
H  0.427840  -1.347232  4.939185

Atomic forces in eV per Å
0.50 1.77 -0.74
-0.70 0.94 -0.11
-0.82 0.69 -0.26
-0.50 0.07 -1.19
1.02 0.61 -1.43
-1.14 -1.64 2.95
-0.05 -0.15 -0.08
0.03 -0.89 -0.10
0.40 -1.18 -0.11
-0.47 -0.11 0.12
-0.16 0.15 0.39
-0.09 -0.52 -0.01
0.34 -0.28 0.06
0.41 0.05 0.45
0.24 -0.16 0.57
0.09 0.08 0.15
0.64 0.46 -0.08
-0.12 0.05 -0.04
-0.09 0.11 -0.14
-0.12 -0.05 -0.89
0.09 -0.02 0.00
-0.15 -0.33 -0.29
0.20 -0.16 1.03
0.18 -0.02 -0.93
0.18 0.25 1.16
0.00 0.28 -0.79
-0.06 -0.30 -0.06
0.09 -0.11 0.26
0.07 0.18 0.12
0.01 0.24 -0.02

Output
**HOMO-LUMO gap (alpha / beta)**: 8.20 / 8.16 eV
**Charge**: 0
**Calculated total energy**: -1809.23354 Ha
**Highest occupied orbital energy (alpha / beta)**: -7.661 / -7.915 eV
**2S+1**: 4
**LUMO (alpha / beta)**: 0.53 / 0.25 eV

***

Molecular formula: C13H14IMnN3S
Method: DFT, the ωB97M-V functional and the def2-TZVPD basis

Cartesian coordinates (Å):
C  1.050595  -1.147942  2.698902
C  -1.207082  -2.067100  1.846732
H  1.867294  -1.850271  2.842448
H  0.231848  -1.457806  3.407018
H  1.304848  -0.121137  2.932207
H  -1.661397  -2.594999  1.055532
H  -0.801611  -2.749226  2.619078
H  -1.718395  -1.198613  2.320012
C  2.823671  0.467338  -0.114874
C  3.612727  1.044956  -1.129508
C  3.100780  1.086892  -2.431247
C  1.825391  0.573728  -2.670787
H  3.197817  0.392878  0.915085
H  4.614114  1.434172  -0.902812
H  3.665157  1.500704  -3.269590
H  1.381106  0.553577  -3.671133
N  1.588342  -0.032616  -0.329033
C  1.066069  0.054523  -1.595981
C  -0.303721  -0.457377  -1.763194
N  -0.907717  -1.007991  -0.644796
C  -2.198892  -1.389371  -0.755037
C  -2.297473  -0.829921  -3.088759
C  -2.939638  -1.310744  -1.942423
H  -2.660557  -1.781674  0.153832
H  -3.982738  -1.642388  -1.968077
C  -0.980258  -0.389063  -2.991727
H  -0.413080  0.020880  -3.839806
H  -2.783209  -0.790020  -4.061377
Mn  0.175948  -1.173111  1.054792
I  1.195062  -3.155077  0.197211
S  -1.168428  3.146259  0.806526
C  -0.698404  1.653260  1.001090
N  -0.357399  0.519023  1.148611

Atomic forces in eV per Å
0.58 -0.86 2.90
-0.69 -1.79 2.63
0.18 0.22 0.09
1.12 0.53 -0.45
0.42 0.14 -0.18
-0.77 -0.67 -0.08
-0.86 0.21 -0.51
-0.08 -0.78 -0.45
0.08 -0.07 -0.01
-0.41 -0.17 0.10
-0.21 -0.20 0.19
-0.68 -0.28 0.75
-0.13 0.02 -0.51
-0.58 -0.22 -0.02
-0.04 -0.12 0.39
0.49 0.20 0.44
0.52 0.06 -1.57
1.35 0.07 0.25
-1.14 -0.63 0.25
-1.00 -0.04 -3.22
-0.19 0.18 -0.56
0.15 -0.04 0.15
0.50 0.12 0.02
-0.14 0.37 -0.80
0.49 0.15 0.08
0.66 0.13 0.64
-0.77 -0.31 0.34
-0.11 -0.04 0.29
0.30 5.11 -1.38
1.06 -1.72 -0.61
0.36 -1.13 0.21
-0.48 1.91 -0.61
0.03 -0.35 1.25

Output
**HOMO-LUMO gap (alpha / beta)**: 5.10 / 4.48 eV
**ΔE to the lowest compared entry with this formula, charge and spin**: 3.107 eV
**Charge**: +2
**Calculated total energy**: -2514.11514 Ha
**Highest occupied orbital energy (alpha / beta)**: -15.867 / -15.857 eV
**2S+1**: 4
**LUMO (alpha / beta)**: -10.76 / -11.38 eV

***

Molecular formula: C13H14IN3Pt
Method: DFT, the ωB97M-V functional and the def2-TZVPD basis

Cartesian coordinates (Å):
C  2.306770  3.097027  1.317760
C  3.155144  1.925469  0.804801
H  1.668782  3.506372  0.528838
H  2.926056  3.895739  1.757938
H  1.686406  2.738449  2.188740
H  2.639139  1.356446  0.008122
H  4.107774  2.316443  0.417439
H  3.392808  1.240889  1.632192
C  -2.462683  1.530538  -0.163916
C  -3.683148  1.378494  -0.811539
C  -3.930436  0.201621  -1.525803
C  -2.947973  -0.773981  -1.590220
H  -2.204694  2.395117  0.447279
H  -4.426682  2.166341  -0.727448
H  -4.870812  0.028217  -2.040147
H  -3.080989  -1.722654  -2.109788
N  -1.517923  0.576295  -0.235935
C  -1.709647  -0.545000  -0.984246
C  -0.639793  -1.514956  -0.931128
N  0.420562  -1.164126  -0.138321
C  1.450166  -2.014945  0.060752
C  0.362878  -3.676821  -1.292871
C  1.472122  -3.259388  -0.547982
H  2.259008  -1.714273  0.733310
H  2.325790  -3.899448  -0.344801
C  -0.687007  -2.788493  -1.510226
H  -1.592178  -3.037156  -2.062836
H  0.337865  -4.655931  -1.762614
Pt  0.243715  0.584473  0.949681
I  -0.446386  2.525578  2.447991
N  2.033196  -0.574694  3.179718
C  1.412168  -0.121646  2.305247

Atomic forces in eV per Å
0.73 0.27 -0.28
0.04 -0.02 0.48
0.11 0.13 0.27
-0.33 -0.23 -0.16
0.42 0.27 -0.05
0.28 0.17 0.16
-0.36 -0.17 -0.11
0.12 0.23 -0.41
0.17 -0.46 -0.10
-0.08 0.48 0.08
0.19 -0.89 -0.39
-1.18 0.16 -0.85
-0.41 -0.17 -0.40
0.12 -0.17 -0.06
0.05 0.14 0.21
-0.29 0.47 0.01
0.88 1.71 1.78
2.85 -2.96 0.33
-3.05 3.38 0.28
2.88 0.55 1.43
-0.77 1.11 -0.03
-1.40 0.35 -1.18
0.30 -0.69 0.22
-0.36 0.00 -0.34
-0.17 0.00 -0.22
0.75 -2.57 -0.43
0.52 -0.32 0.01
0.01 0.11 0.21
-1.50 -1.37 -1.61
-0.10 0.44 0.64
-0.25 0.26 -0.68
-0.15 -0.22 1.17

Output
**HOMO-LUMO gap (alpha / beta)**: 5.19 / 5.92 eV
**ΔE to the lowest compared entry with this formula, charge and spin**: 0.000 eV
**Charge**: +2
**Calculated total energy**: -1084.23393 Ha
**Highest occupied orbital energy (alpha / beta)**: -13.278 / -17.342 eV
**2S+1**: 5
**LUMO (alpha / beta)**: -8.09 / -11.43 eV

***

Molecular formula: C13H14N2O3
Method: DFT, the ωB97M-V functional and the def2-TZVPD basis

Cartesian coordinates (Å):
O  9.432085  -6.954960  -3.732634
C  9.194507  -6.135925  -4.688031
O  9.799115  -6.160337  -5.822037
C  9.323809  -5.013654  -6.639797
C  7.998602  -4.544813  -5.969347
O  8.229514  -5.068011  -4.664964
H  10.084774  -4.237770  -6.556021
H  9.079927  -5.179583  -7.689129
H  7.223572  -5.104390  -6.493105
H  7.982382  -3.460178  -6.076064
C  5.360642  -3.110421  -6.503429
C  5.091558  -3.037932  -5.132098
C  4.817804  -4.256105  -4.526099
N  5.040773  -5.464004  -5.066235
C  5.506270  -5.463218  -6.394374
C  5.837029  -4.281602  -7.064293
H  5.407469  -2.163852  -7.021330
H  4.844883  -2.078909  -4.701032
H  4.721654  -4.255814  -3.450389
H  5.539932  -6.396032  -6.937627
H  6.190838  -4.259522  -8.084462
C  9.450345  -2.344797  -6.086827
C  9.129551  -1.881804  -4.773548
C  7.795669  -1.685961  -4.434701
N  6.854960  -1.785145  -5.358424
C  7.149703  -2.083328  -6.685317
C  8.439387  -2.348601  -7.116890
H  10.458583  -2.557337  -6.410372
H  9.876425  -1.880820  -3.993432
H  7.411878  -1.595940  -3.429209
H  6.294113  -2.106153  -7.343980
H  8.638099  -2.632069  -8.139900

Atomic forces in eV per Å
-1.37 4.21 -4.26
-1.41 -1.91 5.38
0.06 0.95 -3.05
-0.26 0.47 0.61
3.72 -3.71 0.37
0.89 -1.85 1.47
0.09 -0.80 -0.16
0.73 -0.97 0.01
1.90 0.32 1.22
-0.98 -3.21 1.80
-3.55 -1.97 0.96
-3.29 -1.54 -0.88
2.19 0.20 0.81
0.62 -0.21 -3.86
-2.72 0.46 2.85
-4.59 0.53 -0.68
-5.24 -1.38 1.13
-0.38 -0.55 0.21
-0.67 -0.18 0.20
0.33 -0.35 0.38
0.15 -0.30 -0.19
-0.45 3.34 -0.07
1.14 -1.61 -1.58
-0.51 -0.73 -1.70
2.06 1.68 -2.04
4.74 4.33 0.58
0.92 2.36 1.32
0.17 0.35 0.47
0.19 0.06 -0.09
0.32 0.43 0.24
5.06 1.58 -1.43
0.16 0.01 -0.02

Output
**HOMO-LUMO gap**: 8.03 eV
**ΔE to the lowest compared entry with this formula, charge and spin**: 12.020 eV
**Charge**: 0
**Calculated total energy**: -838.62432 Ha
**Highest occupied orbital energy**: -8.518 eV
**LUMO**: -0.49 eV
**Structure (SMILES)**: O=C1OCCO1.c1ccncc1.c1ccncc1

***

Question: What is the formula in the fourth record?
Answer: C13H14IMnN3S